# 1
# C3H2N4O

A molecular structure, C3H2N4O at a distorted geometry (ωB97M-V/def2-TZVPD, OMol25).

Properties
E_tot in eV: -11144.0314
Maximum force in eV Å⁻¹: 6.3
Highest occupied orbital energy (spin up / spin down) in eV: -8.74 / -8.72
Total charge: 0
ΔE to the lowest compared entry with this formula, charge and spin in kcal/mol: 120.9
Frontier orbital gap (spin up / spin down) in hartree: 0.2660 / 0.2685

Last column: natural (NBO) charge in e.
Positions of all 10 atoms, in Å:
C  0.27  0.30  -0.97  0.362
C  0.55  0.78  0.47  -0.033
C  -0.51  1.59  1.12  0.067
N  -1.20  3.62  -0.05  0.083
N  0.39  -0.02  1.54  -0.299
N  -0.69  0.63  2.18  -0.267
N  -0.98  2.56  0.42  0.050
O  0.34  -0.86  -1.35  -0.516
H  -0.55  0.91  -1.36  0.131
H  0.50  -1.04  1.56  0.423



# 2
# C3H2N4O

C3H2N4O in the gas phase at a distorted geometry (ωB97M-V/def2-TZVPD, OMol25).

Properties
E_tot in eV: -11146.4820
Maximum force in eV Å⁻¹: 6.5
Highest occupied orbital energy in eV: -10.13
Structure (SMILES): O=c1cnnncn1
Total charge: 0
ΔE to the lowest compared entry with this formula, charge and spin in kcal/mol: 64.3
Frontier orbital gap in hartree: 0.3255

Last column: natural (NBO) charge in e.
Positions of all 10 atoms, in Å:
C  1.27  -0.02  -0.33  0.600
C  0.42  -1.22  0.24  0.002
C  -0.58  1.33  0.07  0.237
H  0.87  -1.86  0.98  0.225
H  -0.91  2.24  0.69  0.214
N  -0.94  -1.34  0.19  -0.217
N  -1.62  -0.66  -0.66  0.063
N  -1.59  0.59  -0.75  -0.212
N  0.68  1.13  0.33  -0.443
O  2.41  -0.19  -0.75  -0.468



# 3
# C3H2N4O

C3H2N4O in the gas phase at a distorted geometry (ωB97M-V/def2-TZVPD, OMol25).

Properties
E_tot in eV: -11146.4633
Maximum force in eV Å⁻¹: 2.2
Highest occupied orbital energy in eV: -9.54
Structure (SMILES): O=c1ccnnnn1
Total charge: 0
ΔE to the lowest compared entry with this formula, charge and spin in kcal/mol: 64.8
Frontier orbital gap in hartree: 0.3131

Last column: natural (NBO) charge in e.
Positions of all 10 atoms, in Å:
C  1.11  -0.37  0.17  0.578
C  0.57  0.86  -0.32  -0.293
C  -0.73  1.00  -0.08  -0.028
H  1.17  1.66  -0.78  0.255
H  -1.30  1.91  -0.23  0.232
N  -1.47  0.03  0.65  -0.160
N  -1.33  -1.20  0.69  0.012
N  -0.62  -1.83  -0.38  0.015
N  0.55  -1.47  -0.59  -0.149
O  2.03  -0.58  0.87  -0.464



# 4
# C3H2NO3

2 unconnected molecules or ions with the total composition C3H2NO3 at a distorted geometry (ωB97M-V/def2-TZVPD, OMol25).

Properties
E_tot in eV: -10773.8064
Maximum force in eV Å⁻¹: 2.7
Highest occupied orbital energy (spin up / spin down) in eV: -2.94 / -2.94
Total charge: -1
ΔE to the lowest compared entry with this formula, charge and spin in kcal/mol: 91.4
Frontier orbital gap (spin up / spin down) in hartree: 0.2483 / 0.2483

Last column: natural (NBO) charge in e.
Positions of all 9 atoms, in Å:
C  -0.64  1.97  0.40  -0.870
C  -1.83  1.31  0.24  0.260
C  1.52  1.53  0.00  0.978
N  -2.60  0.44  0.06  0.043
O  1.71  1.38  -1.14  -0.613
O  2.01  1.44  1.07  -0.637
O  -3.72  -0.09  -0.20  -0.597
H  -0.30  2.78  -0.29  0.215
H  -0.24  2.07  1.40  0.221



# 5
# C3H2NO3

A molecular structure, C3H2NO3 at a distorted geometry (ωB97M-V/def2-TZVPD, OMol25).

Properties
E_tot in eV: -10771.3886
Maximum force in eV Å⁻¹: 4.0
Highest occupied orbital energy (spin up / spin down) in eV: 0.21 / -5.12
2S+1: 3
Total charge: -1
ΔE to the lowest compared entry with this formula, charge and spin in kcal/mol: 33.8
Frontier orbital gap (spin up / spin down) in hartree: 0.1486 / 0.3195

Last column: Löwdin spin population.
Positions of all 9 atoms, in Å:
C  -0.60  0.15  -0.49  0.446
C  0.97  0.96  1.49  0.060
C  -0.21  -0.39  -1.63  0.738
N  -1.42  -0.92  -0.94  0.296
O  1.73  0.46  0.75  0.035
O  -0.65  0.93  0.49  0.166
O  0.57  1.42  2.51  0.038
H  0.76  -0.99  -1.84  0.154
H  -1.15  -1.63  -0.34  0.065



# 6
# C3H2NO3

A gas-phase ion, C3H2NO3 (charge +1) at a distorted geometry (ωB97M-V/def2-TZVPD, OMol25).

Properties
E_tot in eV: -10761.6949
Maximum force in eV Å⁻¹: 9.6
Highest occupied orbital energy (spin up / spin down) in eV: -17.06 / -17.06
Structure (SMILES): O=C1C=CO[N+]1=O
Total charge: +1
ΔE to the lowest compared entry with this formula, charge and spin in kcal/mol: 119.9
Frontier orbital gap (spin up / spin down) in hartree: 0.3208 / 0.3208

Last column: natural (NBO) charge in e.
Positions of all 9 atoms, in Å:
C  -0.33  -0.05  -0.99  -0.401
C  -0.09  -1.21  -0.39  0.242
C  -0.01  1.15  -0.24  0.746
N  0.29  0.16  1.25  0.358
O  0.08  2.28  -0.10  -0.271
O  0.75  0.71  2.40  -0.081
O  0.39  -1.10  0.92  -0.196
H  -0.79  0.20  -1.92  0.308
H  -0.28  -2.14  -0.93  0.295



# 7
# C3H2NO4S

A gas-phase ion, C3H2NO4S (charge -1) at a distorted geometry (ωB97M-V/def2-TZVPD, OMol25).

Properties
E_tot in eV: -23660.2855
Maximum force in eV Å⁻¹: 2.3
Highest occupied orbital energy in eV: -4.43
Structure (SMILES): O=C1C=CN=[S@@](=O)([O-])O1
Total charge: -1
ΔE to the lowest compared entry with this formula, charge and spin in kcal/mol: 0.0
Frontier orbital gap in hartree: 0.3083

Last column: natural (NBO) charge in e.
Positions of all 11 atoms, in Å:
C  0.29  0.68  -0.10  -0.552
C  0.47  -0.64  0.20  0.118
C  1.33  1.61  0.07  0.729
N  1.64  -1.18  0.45  -0.887
O  2.58  1.16  0.43  -0.703
O  1.18  2.83  0.01  -0.646
O  4.09  -0.75  0.67  -0.956
O  3.01  -0.35  -1.47  -0.968
S  2.91  -0.35  -0.04  2.479
H  -0.69  1.09  -0.32  0.216
H  -0.38  -1.31  0.30  0.170



# 8
# C3H2NO5S

A molecular structure, C3H2NO5S at a distorted geometry (ωB97M-V/def2-TZVPD, OMol25).

Properties
E_tot in eV: -25705.9126
Maximum force in eV Å⁻¹: 3.9
Highest occupied orbital energy in eV: -5.29
Total charge: -1
ΔE to the lowest compared entry with this formula, charge and spin in kcal/mol: 46.8
Frontier orbital gap in hartree: 0.3247

Last column: natural (NBO) charge in e.
Positions of all 12 atoms, in Å:
C  0.34  0.53  1.21  0.470
C  1.59  0.56  0.27  0.683
C  -1.09  0.35  0.49  -0.363
N  -1.47  -0.95  -0.02  -0.842
O  -0.57  -0.22  -2.32  -0.935
O  0.46  0.72  2.44  -0.529
O  2.61  1.19  0.46  -0.614
O  1.43  -0.32  -0.63  -0.681
O  -0.01  -2.44  -1.53  -0.907
S  -0.39  -1.07  -1.17  2.323
H  -1.82  0.66  1.15  0.203
H  -1.07  1.00  -0.35  0.190



# 9
# C3H2NO6S

A molecular structure, C3H2NO6S at a distorted geometry (ωB97M-V/def2-TZVPD, OMol25).

Properties
E_tot in eV: -27751.4243
Maximum force in eV Å⁻¹: 4.0
Highest occupied orbital energy in eV: -4.74
Total charge: -1
ΔE to the lowest compared entry with this formula, charge and spin in kcal/mol: 85.1
Frontier orbital gap in hartree: 0.3014

Last column: natural (NBO) charge in e.
Positions of all 13 atoms, in Å:
C  2.57  -1.68  -0.17  1.053
C  -0.76  1.90  0.57  -0.501
C  -0.98  0.58  0.22  -0.077
N  -1.45  -0.40  1.05  0.430
O  2.06  -2.41  0.52  -0.520
O  -0.62  -1.02  1.74  -0.437
O  3.30  -0.96  -0.68  -0.546
O  -2.66  -0.63  0.98  -0.448
O  -0.67  0.93  -2.53  -0.969
O  0.88  -0.67  -1.51  -0.998
S  -0.51  -0.32  -1.81  1.606
H  -0.85  2.02  1.68  0.184
H  -0.30  2.67  -0.08  0.223



# 10
# C3H2NOPS

2 unconnected molecules or ions with the total composition C3H2NOPS at a distorted geometry (ωB97M-V/def2-TZVPD, OMol25).

Properties
E_tot in eV: -26800.2214
Maximum force in eV Å⁻¹: 2.8
Highest occupied orbital energy (spin up / spin down) in eV: -10.17 / -8.13
Total charge: 0
ΔE to the lowest compared entry with this formula, charge and spin in kcal/mol: 63.5
Frontier orbital gap (spin up / spin down) in hartree: 0.3142 / 0.2004

Last column: natural (NBO) charge in e.
Positions of all 9 atoms, in Å:
C  -1.16  -0.59  -4.94  0.179
C  0.10  -1.25  -2.86  -0.381
C  -0.56  -0.76  -3.77  -0.053
N  -1.90  -0.64  -5.82  -0.218
O  1.29  -0.95  -0.74  -0.946
P  0.14  -1.89  -1.29  0.976
S  -2.20  0.29  0.45  -0.169
H  -3.15  1.08  -0.13  0.111
H  1.35  -1.02  0.20  0.500



# 11
# C3H2NOS

A gas-phase ion, C3H2NOS (charge -1) at a distorted geometry (ωB97M-V/def2-TZVPD, OMol25).

Properties
E_tot in eV: -17513.1098
Maximum force in eV Å⁻¹: 2.9
Highest occupied orbital energy in eV: -3.38
Total charge: -1
ΔE to the lowest compared entry with this formula, charge and spin in kcal/mol: 81.5
Frontier orbital gap in hartree: 0.2669

Last column: natural (NBO) charge in e.
Positions of all 8 atoms, in Å:
C  0.04  1.09  0.06  -0.094
C  0.15  -1.30  0.22  -0.039
C  0.24  -0.24  -0.59  -0.318
N  -0.48  1.10  1.23  -0.066
O  -0.64  -0.09  1.76  -0.455
S  0.92  -0.27  -2.11  -0.419
H  0.04  2.00  -0.69  0.200
H  -0.27  -2.28  0.11  0.192



# 12
# C3H2NOS

A molecular structure, C3H2NOS at a distorted geometry (ωB97M-V/def2-TZVPD, OMol25).

Properties
E_tot in eV: -17510.1930
Maximum force in eV Å⁻¹: 2.6
Highest occupied orbital energy (spin up / spin down) in eV: -2.17 / -2.67
Total charge: -1
ΔE to the lowest compared entry with this formula, charge and spin in kcal/mol: 148.8
Frontier orbital gap (spin up / spin down) in hartree: 0.2330 / 0.2507

Last column: natural (NBO) charge in e.
Positions of all 8 atoms, in Å:
C  -0.45  0.21  1.38  -0.366
C  1.04  -0.34  -0.60  -0.103
C  0.60  -0.11  0.59  -0.129
N  -1.10  -0.05  -1.69  -0.102
O  -0.21  -0.93  -1.52  -0.385
S  -0.93  1.72  0.77  -0.325
H  -0.87  -0.09  2.31  0.214
H  1.91  -0.41  -1.24  0.195